Computed, not measured: C31H26BrF3N4O4RuS2 as an isolated structure, with ωB97M-V with the def2-TZVPD basis set.

XYZ file:
```
72
Properties=species:S:1:pos:R:3:forces:R:3
Ru -0.7924 -0.0184 -2.2871 0.4 -0.3 0.0
S -0.7607 1.4747 -0.0985 0.0 0.1 0.2
C 0.2020 0.4972 0.9298 0.0 -0.1 0.1
N 0.1342 0.5620 2.2747 0.0 0.0 -0.2
C 1.1537 -0.1417 3.0410 0.0 0.0 0.0
C 1.3811 -1.5142 2.4440 0.0 0.0 0.0
N 1.7118 -1.3852 1.0310 0.0 0.1 0.1
C 2.7232 -2.2931 0.4928 0.0 0.0 0.0
C 4.0744 -1.9869 1.0913 0.0 0.0 0.0
C 4.7706 -2.9506 1.8085 0.0 0.0 0.0
C 6.0098 -2.6536 2.3608 0.0 0.0 0.0
C 6.5537 -1.3890 2.2020 0.0 0.0 0.0
C 5.8608 -0.4198 1.4874 0.0 0.0 0.0
C 4.6271 -0.7180 0.9341 0.0 0.0 0.0
C 1.0660 -0.4433 0.3310 0.1 0.0 -0.1
S 1.2921 -0.3226 -1.4108 -0.1 0.2 0.0
C -0.6438 1.5746 2.9889 0.0 0.0 0.0
C 0.2344 2.6903 3.5072 0.0 0.0 0.0
C 0.9124 3.5181 2.6139 0.0 0.0 0.0
C 1.7448 4.5194 3.0851 0.0 0.0 0.0
C 1.9055 4.7056 4.4527 0.0 0.0 0.0
C 1.2311 3.8886 5.3452 0.0 0.0 0.0
C 0.4002 2.8815 4.8718 0.0 0.0 0.0
H 0.8088 -0.2284 4.0705 0.0 0.0 0.0
H 2.0878 0.4302 3.0456 0.0 0.0 0.0
H 0.4891 -2.1407 2.5435 0.0 0.0 0.0
H 2.2152 -2.0058 2.9416 0.0 0.0 0.0
H 2.7266 -2.2015 -0.5910 0.0 0.0 0.0
H 2.4104 -3.3153 0.7146 0.0 0.0 0.0
H 4.3465 -3.9407 1.9304 0.0 0.0 0.0
H 6.5480 -3.4111 2.9146 0.0 0.0 0.0
H 7.5187 -1.1563 2.6320 0.0 0.0 0.0
H 6.2871 0.5661 1.3573 0.0 0.0 0.0
H 4.0915 0.0398 0.3719 0.0 0.0 0.0
H -1.1515 1.0756 3.8170 0.0 0.0 0.0
H -1.4056 1.9489 2.3074 0.0 0.0 0.0
H 0.7798 3.3824 1.5467 0.0 0.0 0.0
H 2.2636 5.1622 2.3862 0.0 0.0 0.0
H 2.5534 5.4907 4.8191 0.0 0.0 0.0
H 1.3504 4.0328 6.4107 0.0 0.0 0.0
H -0.1275 2.2441 5.5726 0.0 0.0 0.0
O -0.4197 3.0392 -4.8799 0.0 -0.1 0.0
C -0.6896 2.0109 -4.3275 0.0 0.1 -0.2
O -0.1550 1.6005 -3.1894 0.0 0.0 0.2
C -1.6884 1.0304 -4.8887 0.0 0.1 0.0
C -2.3224 1.2071 -6.1010 0.0 0.0 0.0
C -3.2193 0.2332 -6.5141 0.0 0.0 0.0
C -3.4468 -0.8706 -5.7038 0.0 0.0 0.0
C -2.7787 -0.9739 -4.4967 0.0 0.0 0.0
N -1.9182 -0.0290 -4.1081 -0.1 0.0 -0.1
H -2.0978 2.0892 -6.6839 0.0 0.0 0.0
H -3.7352 0.3310 -7.4598 0.0 0.0 0.0
H -4.1339 -1.6504 -5.9990 0.0 0.0 0.0
H -2.9103 -1.8079 -3.8211 0.0 0.0 0.0
F -2.4519 -4.1651 -2.7875 0.0 0.0 0.0
C -1.4647 -4.2974 -1.8909 -0.1 0.1 0.0
F -1.9980 -4.7628 -0.7567 0.0 0.0 0.0
F -0.6026 -5.1995 -2.3523 0.0 0.0 0.0
C -0.7388 -2.9526 -1.6114 0.2 -0.1 0.0
O 0.2509 -2.9652 -0.9187 -0.1 -0.1 0.0
O -1.3178 -1.9468 -2.1761 -0.1 0.2 0.0
Br -2.6632 -1.5126 0.6515 0.0 0.0 0.0
C -3.7507 -0.4171 -0.4418 0.0 0.0 0.0
C -5.0957 -0.3249 -0.1081 0.1 0.0 0.0
C -5.8958 0.5156 -0.8554 0.0 0.0 -0.1
C -5.3237 1.2351 -1.8962 0.0 0.0 0.0
C -3.9828 1.0563 -2.1593 0.0 0.0 0.1
N -3.1944 0.2281 -1.4554 -0.1 0.0 -0.1
H -5.4853 -0.8957 0.7213 0.0 0.0 0.0
H -6.9473 0.6151 -0.6228 0.0 0.0 0.0
H -5.9013 1.9237 -2.4957 0.0 0.0 0.0
H -3.5056 1.6079 -2.9590 0.0 0.0 0.0
```
Forces are in eV/Å.

Summary:
Charge = +1
HOMO energy (alpha / beta) = -9.89 / -11.25 eV
Orbital gap (alpha / beta) = 6.732 / 5.824 eV
2S+1 = 6
Total energy = -5481.584168 a.u.

Atom charges from the Löwdin analysis, given in e for atoms 1 to 6: number 1, Ru, carries 1.20; number 2, S, carries 0.72; number 3, C, carries -0.71; number 4, N, carries -0.10; number 5, C, carries -0.09; number 6, C, carries -0.08

---

Computed, not measured: C31H26Cl2IN8O4Pt as an isolated structure in a non-equilibrium geometry, with ωB97M-V with the def2-TZVPD basis set.

XYZ file:
```
73
Properties=species:S:1:pos:R:3:forces:R:3
Pt 0.0754 -0.1969 0.0957 0.6 1.8 -1.8
Cl 3.8350 4.2778 -3.3732 0.0 0.1 0.1
C 2.7178 3.0343 -2.9713 0.0 0.0 -0.2
C 2.4783 2.7555 -1.6368 -0.1 -0.2 0.3
C 1.5805 1.7510 -1.2992 0.0 0.0 -0.3
N 1.2524 1.3723 0.0189 0.0 0.0 0.6
C 1.7233 1.8785 1.1847 -0.1 -0.2 -0.2
O 2.4464 2.8410 1.3219 0.0 0.0 0.1
C 1.2091 1.0939 2.3814 0.1 0.2 -0.2
C 1.5814 1.4632 3.6536 0.0 0.0 0.2
C 1.1125 0.7204 4.7299 0.0 0.1 -0.1
C 0.2981 -0.3727 4.4834 0.0 0.0 0.0
C -0.0293 -0.6854 3.1762 0.0 -0.1 0.1
N 0.4021 0.0434 2.1476 0.2 -0.2 0.1
C 0.9160 1.0302 -2.3116 0.2 0.2 0.0
C 1.1640 1.3191 -3.6474 -0.2 -0.2 0.2
C 2.0651 2.3185 -3.9715 0.1 0.2 0.0
Cl 2.3644 2.6618 -5.6295 0.0 0.0 -0.1
N 0.0172 0.0446 -1.8526 -0.5 -0.4 -0.1
C -0.7255 -0.8246 -2.5822 0.2 0.1 0.2
O -0.8640 -0.8340 -3.7855 -0.1 -0.1 -0.1
C -1.4347 -1.8347 -1.6934 0.1 0.2 -0.2
C -2.2464 -2.7920 -2.2578 -0.1 -0.2 0.0
C -2.8775 -3.7085 -1.4265 0.1 0.1 -0.1
C -2.6597 -3.6328 -0.0602 0.0 0.0 0.0
C -1.8255 -2.6459 0.4332 0.0 -0.1 0.1
N -1.2371 -1.7558 -0.3657 0.1 -0.3 0.1
H 2.9856 3.3083 -0.8623 0.0 0.0 0.0
H 2.2346 2.3175 3.7666 0.0 0.0 0.0
H 1.3876 0.9836 5.7422 0.0 0.0 0.0
H -0.0736 -0.9912 5.2874 0.0 0.0 0.0
H -0.6291 -1.5502 2.9414 0.0 0.0 0.0
H 0.6585 0.7649 -4.4220 0.0 0.0 0.0
H -2.3580 -2.7974 -3.3333 0.0 0.0 0.0
H -3.5202 -4.4745 -1.8388 0.0 0.0 0.0
H -3.1156 -4.3345 0.6230 0.0 0.0 0.0
H -1.6030 -2.5760 1.4860 0.0 0.0 0.0
I 7.1249 -5.8999 -0.4264 0.0 0.0 0.0
C 5.4408 -4.7020 -0.1908 0.0 0.0 0.0
C 4.4688 -5.0623 0.7349 0.0 0.1 -0.1
C 3.3515 -4.2608 0.8892 -0.1 0.0 0.1
C 3.2036 -3.1083 0.1256 0.2 0.2 -0.3
C 4.1845 -2.7593 -0.7988 -0.1 0.1 0.0
C 5.3067 -3.5539 -0.9607 0.0 0.0 0.0
C 1.9865 -2.2648 0.3164 0.5 -0.8 0.4
O 1.1446 -2.5840 1.1464 -0.2 0.3 -0.2
O 1.9156 -1.1971 -0.4458 -2.2 0.4 1.3
H 4.5855 -5.9592 1.3266 0.0 0.0 0.0
H 2.5824 -4.5206 1.6032 0.0 0.0 0.0
H 4.0607 -1.8612 -1.3895 0.0 0.0 0.0
H 6.0694 -3.2848 -1.6776 0.0 0.0 0.0
C -2.9937 0.7937 -0.4637 -0.3 -0.3 -0.2
N -4.1202 1.6998 -0.4127 0.3 0.2 0.2
C -3.7402 2.9538 -1.0791 0.0 0.1 -0.1
N -2.5767 3.5819 -0.4422 -0.2 -0.4 0.3
C -1.4629 2.6573 -0.4953 0.3 0.4 -0.3
N -1.7882 1.3717 0.1940 1.1 -1.2 0.2
C -2.1485 1.6892 1.6042 0.0 0.0 0.4
N -3.2652 2.6051 1.6801 0.1 -0.1 -0.4
C -4.4133 1.9986 0.9944 -0.1 0.0 0.1
C -2.9046 3.8387 0.9649 0.0 0.1 0.0
H -2.7489 0.5777 -1.5051 0.0 0.0 0.0
H -3.2525 -0.1378 0.0427 0.0 0.0 0.0
H -4.5821 3.6438 -1.0396 0.0 0.0 0.0
H -3.5072 2.7467 -2.1246 0.0 0.0 0.0
H -0.5956 3.1035 -0.0093 0.0 0.0 0.0
H -1.2160 2.4396 -1.5347 0.0 -0.1 0.0
H -1.2798 2.1337 2.0927 0.0 0.0 0.0
H -2.4033 0.7572 2.1137 0.0 0.0 0.0
H -5.2563 2.6868 1.0413 0.0 0.0 0.0
H -4.6889 1.0748 1.5066 0.0 0.0 0.0
H -2.0442 4.2979 1.4542 0.0 0.0 0.0
H -3.7435 4.5318 1.0128 0.0 0.0 0.0
```
Forces are in eV/Å.

Summary:
Charge = +1
HOMO energy = -10.56 eV
Orbital gap = 5.675 eV
2S+1 = 1
Total energy = -3273.178265 a.u.

Atom charges from the Löwdin analysis, given in e for atoms 1 to 6: number 1, Pt, carries 1.61; number 2, Cl, carries 0.71; number 3, C, carries -0.68; number 4, C, carries -0.02; number 5, C, carries -0.20; number 6, N, carries -0.06

---

Computed, not measured: C31H26CuNP2S3 as an isolated structure, with ωB97M-V with the def2-TZVPD basis set.

XYZ file:
```
64
Properties=species:S:1:pos:R:3:forces:R:3
Cu 1.1416 0.1406 0.5928 0.1 0.0 0.0
C 0.0305 -2.5234 2.0648 0.0 0.0 0.0
P 0.4006 -2.2099 0.2815 -0.2 0.1 0.0
C -1.2005 -2.4954 -0.5490 0.1 0.0 -0.1
C -2.4042 -2.0960 0.0329 0.0 0.0 0.0
C -3.5946 -2.2057 -0.6740 0.0 0.0 0.0
C -3.6020 -2.7035 -1.9684 0.0 0.0 0.0
C -2.4059 -3.0899 -2.5600 0.0 0.0 0.0
C -1.2161 -2.9818 -1.8577 0.0 0.0 0.0
C 1.4014 -3.6426 -0.2195 0.1 0.1 0.0
C 0.9222 -4.9523 -0.2281 0.0 0.0 0.0
C 1.7606 -5.9988 -0.5754 0.0 0.0 0.0
C 3.0848 -5.7418 -0.9149 0.0 0.0 0.0
C 3.5688 -4.4437 -0.9060 0.0 0.0 0.0
C 2.7301 -3.3910 -0.5596 -0.1 -0.2 0.0
C -0.5823 -1.2678 2.6128 0.1 0.0 -0.1
C -1.5815 -1.0442 3.5416 0.0 0.0 0.0
C -1.8119 0.3581 3.5502 0.0 0.0 0.0
C -0.9417 0.8994 2.6216 0.0 0.1 0.1
C -0.6663 2.3153 2.2056 0.0 0.0 0.0
P 0.0757 2.2469 0.5241 0.1 0.1 0.0
C 1.1110 3.7407 0.4323 -0.1 0.0 0.0
C 2.4580 3.5926 0.7555 0.0 0.1 0.0
C 3.3003 4.6963 0.7445 0.0 0.0 0.0
C 2.8048 5.9459 0.4044 0.0 0.0 0.0
C 1.4625 6.0986 0.0765 0.1 0.0 0.0
C 0.6193 4.9982 0.0899 0.0 0.0 0.0
C -1.2562 2.5310 -0.6852 0.0 -0.1 0.0
C -0.9207 2.3107 -2.0225 0.0 0.0 0.0
C -1.8703 2.4541 -3.0202 0.0 0.0 0.0
C -3.1759 2.7976 -2.6933 0.0 0.0 0.0
C -3.5246 2.9939 -1.3663 0.0 0.0 0.0
C -2.5689 2.8613 -0.3667 0.0 0.0 0.0
N -0.1949 -0.0883 2.0593 -0.1 -0.1 0.1
H 0.9976 -2.7491 2.5248 0.0 0.0 0.0
H -0.6215 -3.3913 2.1888 0.0 0.0 0.0
H -2.4126 -1.6838 1.0355 0.0 0.0 0.0
H -4.5204 -1.8914 -0.2077 0.0 0.0 0.0
H -4.5325 -2.7845 -2.5165 0.0 0.0 0.0
H -2.3985 -3.4727 -3.5731 0.0 0.0 0.0
H -0.2865 -3.2785 -2.3294 0.0 0.0 0.0
H -0.1124 -5.1477 0.0307 0.0 0.0 0.0
H 1.3845 -7.0147 -0.5811 0.0 0.0 0.0
H 3.7390 -6.5614 -1.1871 0.0 0.0 0.0
H 4.5993 -4.2426 -1.1692 0.0 0.0 0.0
H 3.0986 -2.3757 -0.5436 0.1 0.1 0.0
H -2.0940 -1.7932 4.1273 0.0 0.0 0.0
H -2.5218 0.8990 4.1585 0.0 0.0 0.0
H 0.0982 2.7805 2.8366 0.0 0.0 0.0
H -1.5491 2.9541 2.2616 0.0 0.0 0.0
H 2.8462 2.6139 1.0118 0.0 -0.1 0.0
H 4.3475 4.5688 0.9863 0.0 0.0 0.0
H 3.4660 6.8037 0.3853 0.0 0.0 0.0
H 1.0754 7.0738 -0.1920 0.0 0.0 0.0
H -0.4256 5.1156 -0.1758 0.0 0.0 0.0
H 0.0893 2.0064 -2.2768 0.0 0.0 0.0
H -1.5949 2.2793 -4.0524 0.0 0.0 0.0
H -3.9218 2.8996 -3.4716 0.0 0.0 0.0
H -4.5448 3.2451 -1.1047 0.0 0.0 0.0
H -2.8611 2.9989 0.6658 0.0 0.0 0.0
S 5.4747 -0.1660 -0.5445 0.0 0.0 0.0
C 3.8951 0.0134 -0.0695 0.2 0.0 0.0
S 2.6237 0.3947 -1.1849 -0.1 0.0 0.0
S 3.3085 -0.2000 1.5434 -0.1 0.1 -0.1
```
Forces are in eV/Å.

Summary:
Charge = -1
HOMO energy (alpha / beta) = -3.93 / -4.30 eV
Orbital gap (alpha / beta) = 6.491 / 6.601 eV
2S+1 = 2
Total energy = -4769.544691 a.u.

Atom charges from the natural (NBO) analysis, given in e for atoms 1 to 6: number 1, Cu, carries 0.98; number 2, C, carries -0.72; number 3, P, carries 0.86; number 4, C, carries -0.33; number 5, C, carries -0.22; number 6, C, carries -0.20

---

Computed, not measured: C31H26F16N5O4Tl as an isolated structure, with ωB97M-V with the def2-TZVPD basis set.

XYZ file:
```
83
Properties=species:S:1:pos:R:3:forces:R:3
Tl -0.7335 0.3633 -0.6752 -0.2 0.2 -0.1
C -3.2167 -0.3053 -3.2937 0.2 0.1 -0.1
N -2.8900 -0.5610 -1.9040 -0.2 0.0 0.1
C -2.7561 -1.9954 -1.7121 0.0 -0.3 0.0
C -3.8867 0.0097 -1.0179 -0.1 0.3 0.2
C -3.7225 1.5174 -0.8149 -0.2 -0.3 -0.1
N -2.4624 1.8203 -0.1863 0.7 -0.4 -0.4
C -2.4126 2.7501 0.7566 -0.1 0.5 0.4
C -1.3022 2.8302 1.6457 0.2 0.0 0.2
F -0.2873 1.9638 1.4639 -0.2 0.3 0.1
C -1.2418 3.7161 2.6944 -0.2 0.1 0.0
F -0.1711 3.7377 3.5160 -0.1 -0.2 -0.2
C -2.2733 4.6115 2.9615 0.0 -0.1 -0.2
C -3.3266 4.6181 2.0718 0.1 0.1 0.2
F -4.3252 5.5291 2.2488 0.2 -0.2 -0.1
C -3.3919 3.7576 0.9990 -0.2 0.1 -0.1
F -4.4243 3.9720 0.1190 0.2 -0.1 0.2
H -4.1668 -0.7940 -3.5710 0.0 0.0 0.1
H -2.4281 -0.6906 -3.9338 0.0 0.0 -0.1
H -3.3175 0.7601 -3.4803 0.0 0.1 0.0
H -3.6816 -2.5235 -1.9933 0.0 0.0 0.0
H -2.5206 -2.1947 -0.6723 -0.1 0.0 0.0
H -1.9270 -2.3478 -2.3211 0.0 -0.1 -0.1
H -3.7545 -0.4506 -0.0410 -0.1 -0.1 0.0
H -4.9058 -0.1922 -1.3890 0.0 0.0 0.0
H -4.5560 1.8122 -0.1673 0.1 0.0 -0.2
H -3.8216 2.0567 -1.7685 -0.2 0.0 0.0
H -2.2390 5.2717 3.8075 0.0 0.1 0.1
C 1.6980 -4.3489 4.5436 -0.1 0.1 -0.1
C 1.5215 -3.2932 3.4887 0.0 0.0 0.0
C 2.5903 -2.7253 2.8083 -0.2 -0.1 0.1
C 2.3681 -1.8167 1.8049 0.1 0.2 0.0
C 1.0739 -1.4496 1.3482 0.1 -0.3 0.5
N 0.9811 -0.6801 0.2274 -0.5 0.5 -0.3
C 2.0596 -0.7533 -0.6496 0.7 -0.1 -0.4
C 2.5293 -2.0299 -1.0054 -0.1 0.1 -0.2
C 3.7020 -2.2192 -1.6934 0.0 0.0 0.1
C 4.4691 -1.1287 -2.0843 0.0 0.1 0.0
C 5.8125 -1.2996 -2.7382 -0.2 0.0 -0.1
C 3.9499 0.1348 -1.8627 0.2 -0.4 0.0
C 2.7549 0.3492 -1.1826 -0.3 -0.1 0.1
C 2.2676 1.7830 -0.9828 0.5 0.5 0.3
O 0.9512 1.9977 -0.8991 -0.5 -0.5 0.1
C 2.7415 2.7034 -2.1657 0.0 0.7 -0.5
F 2.0321 3.8461 -2.1953 -0.2 0.1 0.2
F 2.5453 2.1455 -3.3712 -0.2 -0.4 -0.1
F 4.0305 3.1203 -2.1708 0.3 -0.1 0.2
C 2.9851 2.3397 0.2908 0.4 0.2 0.2
F 4.3428 2.2700 0.2283 0.1 -0.2 -0.1
F 2.7147 3.6379 0.5058 -0.3 0.2 -0.1
F 2.6561 1.6815 1.3961 -0.4 -0.3 0.1
C 0.0018 -1.9203 2.1503 -0.1 0.0 -0.1
C 0.2579 -2.8224 3.1754 0.5 -0.2 0.0
C -1.4363 -1.4219 2.0433 -0.3 -0.1 0.6
O -1.8549 -0.8488 0.9139 0.5 0.3 -0.4
C -2.4749 -2.5936 2.2565 -0.5 -0.5 0.0
F -3.7062 -2.1969 1.8928 -0.2 0.2 -0.1
F -2.6677 -3.1309 3.4874 0.2 0.0 0.2
F -2.1796 -3.6452 1.4743 0.3 -0.1 -0.4
C -1.6439 -0.4425 3.2587 -0.4 0.2 0.6
F -1.7778 -1.0623 4.4618 0.1 -0.2 0.1
F -0.6393 0.4107 3.4385 0.3 0.1 -0.3
F -2.7627 0.2901 3.1243 -0.1 0.0 -0.2
H 2.7377 -4.6701 4.6017 0.0 0.0 0.1
H 1.0775 -5.2156 4.3105 0.0 -0.1 0.1
H 1.3898 -3.9779 5.5229 0.0 -0.1 0.1
H 3.6062 -2.9938 3.0728 0.1 0.0 0.0
H 3.2212 -1.3608 1.3250 0.0 0.0 0.0
H 1.9390 -2.8759 -0.6848 0.0 -0.1 0.0
H 4.0407 -3.2225 -1.9149 0.0 -0.1 0.0
H 6.2101 -2.2940 -2.5414 0.1 -0.1 0.0
H 6.5186 -0.5630 -2.3556 0.1 0.0 0.0
H 5.7396 -1.1660 -3.8187 0.1 0.0 -0.1
H 4.5333 0.9740 -2.2076 0.0 0.1 0.0
H -0.5558 -3.2057 3.7680 -0.1 0.0 0.0
N -0.8398 1.7314 -2.8231 0.0 0.1 -0.1
N -0.4062 0.9676 -3.9236 0.1 0.4 0.0
C 0.1008 -0.3535 -3.6951 -0.2 0.4 -0.5
O 0.5734 -0.8922 -4.6896 0.4 -0.2 -0.5
O -0.0467 -0.8616 -2.5565 -0.3 0.0 0.9
H -1.6590 2.2761 -3.0640 0.0 -0.1 0.0
H -0.1134 2.3177 -2.4018 0.0 -0.1 -0.1
H 0.1855 1.4600 -4.5879 -0.1 -0.2 0.2
```
Forces are in eV/Å.

Summary:
Charge = -2
HOMO energy = -1.83 eV
Orbital gap = 6.151 eV
2S+1 = 1
Total energy = -3542.094647 a.u.

Atom charges from the Löwdin analysis, given in e for atoms 1 to 6: number 1, Tl, carries 1.12; number 2, C, carries -0.09; number 3, N, carries -0.29; number 4, C, carries -0.09; number 5, C, carries -0.20; number 6, C, carries -0.21